# 1
Computed, not measured: a 2-piece molecular cluster, C5H15NO overall at a distorted geometry, with wB97M-V/def2-TZVPD.

Last column: Löwdin charge in e.
Atoms and positions in Å:
C  0.9518  1.4391  0.3478  -0.079
N  -0.0376  0.5009  1.0884  -0.219
C  0.6868  -0.3721  2.0677  -0.096
C  -0.9568  -0.8751  -0.9732  -0.077
C  -1.1971  0.0600  0.2049  -0.414
C  -2.3910  -0.4235  1.1595  -0.054
H  0.3609  2.0792  -0.2504  0.043
H  1.5886  2.0586  1.1399  0.115
H  1.6524  0.9442  -0.3091  0.054
H  0.3378  -0.0602  3.0727  0.081
H  1.7103  -0.2365  2.0279  0.033
H  0.4969  -1.4578  1.9399  0.081
H  -1.7256  -1.6983  -0.8729  0.083
H  -0.0652  -1.4731  -0.9657  0.053
H  -0.9812  -0.1718  -1.8717  0.096
H  -1.5861  0.9464  -0.2910  0.108
H  -3.1230  -0.7113  0.4646  0.035
H  -2.0977  -1.3498  1.7202  0.082
H  -2.6596  0.4236  1.8039  0.077
H  3.7862  -0.0722  -3.9162  0.083
H  2.2688  -0.1010  -3.7905  0.018
O  2.9804  0.5508  -3.7967  -0.103

Properties
Calculated total energy in a.u.: -329.4183
SMILES: CC(C)N(C)C.O
Molecular weight in g mol⁻¹: 105.2

---

# 2
Computed, not measured: one molecule with the formula C4H10O at a distorted geometry, with wB97M-V/def2-TZVPD.

Last column: Löwdin charge in e.
Atoms and positions in Å:
C  1.0940  -0.6643  -1.1947  -0.086
C  -0.0602  0.3313  -1.0170  -0.184
C  -0.8995  0.0609  0.3037  -0.409
C  -0.2701  0.8248  1.5008  -0.045
O  -1.0998  -1.3230  0.6681  -0.070
H  1.2136  -1.3379  -0.3405  0.061
H  1.9982  -0.0726  -1.1773  0.067
H  1.0234  -1.2412  -2.1119  0.074
H  0.2386  1.3527  -0.8116  0.084
H  -0.7093  0.3767  -1.8876  0.101
H  -1.9562  0.3205  0.1948  0.132
H  -0.9260  0.9171  2.3586  0.076
H  0.6862  0.3404  1.6745  0.079
H  -0.1085  1.8187  1.0798  0.068
H  -0.2245  -1.7039  0.7605  0.052

Properties
Calculated total energy in a.u.: -233.6167
SMILES: CC[C@H](C)O
Molecular weight in g mol⁻¹: 74.1

---

# 3
Computed, not measured: C55H54N6O5PPdS3Se as an isolated structure at a distorted geometry, with wB97M-V/def2-TZVPD.

Last column: Löwdin charge in e.
Atoms and positions in Å:
Pd  -0.1624  -0.5187  -0.3681  0.784
N  1.6496  0.2448  -0.8270  -0.460
S  2.8924  -0.4322  -0.4342  0.766
N  3.3074  -1.9462  -0.8261  -0.378
S  2.7441  -2.7801  -2.0517  0.954
N  1.9951  -4.0794  -1.5067  -0.328
S  0.7084  -3.4358  -0.7291  0.839
N  0.4284  -2.1164  -1.4060  -0.405
C  1.1211  -3.4962  1.0074  -0.318
C  0.4798  -2.6930  1.9381  -0.077
C  0.7898  -2.8594  3.2807  -0.048
C  1.7296  -3.7983  3.6774  -0.062
C  2.3804  -4.5820  2.7327  -0.059
C  2.0749  -4.4399  1.3904  -0.061
C  -0.5700  -4.6621  -0.8373  -0.293
C  -0.6512  -5.3971  -2.0151  -0.055
C  -1.6358  -6.3632  -2.1293  -0.055
C  -2.5052  -6.5985  -1.0711  -0.055
C  -2.4154  -5.8521  0.0939  -0.055
C  -1.4483  -4.8666  0.2180  -0.051
C  2.6206  -1.5970  -3.4727  -0.273
C  1.4064  -0.9862  -3.7192  -0.073
C  1.3916  0.0594  -4.6348  -0.048
C  2.5622  0.4467  -5.2676  -0.049
C  3.7566  -0.2177  -5.0149  -0.047
C  3.8086  -1.2619  -4.1037  -0.069
C  4.1784  -3.7115  -2.5651  -0.344
C  5.1594  -4.0161  -1.6384  -0.061
C  6.2013  -4.8453  -2.0215  -0.053
C  6.2460  -5.3642  -3.3100  -0.057
C  5.2502  -5.0551  -4.2263  -0.050
C  4.2053  -4.2219  -3.8552  -0.076
C  4.2911  0.5685  -0.8861  -0.287
C  5.5657  0.0128  -0.8129  -0.066
C  6.6644  0.8086  -1.0867  -0.061
C  6.4867  2.1487  -1.4142  -0.062
C  5.2116  2.6865  -1.4957  -0.049
C  4.1013  1.8914  -1.2414  -0.054
C  3.1365  -0.5047  1.3335  -0.299
C  4.0043  -1.3932  1.9554  -0.070
C  4.1653  -1.3149  3.3290  -0.071
C  3.4792  -0.3508  4.0584  -0.067
C  2.6125  0.5266  3.4225  -0.055
C  2.4282  0.4505  2.0490  -0.063
H  -0.2722  -1.9709  1.6469  0.073
H  0.2788  -2.2531  4.0172  0.117
H  1.9583  -3.9189  4.7285  0.114
H  3.1172  -5.3117  3.0416  0.113
H  2.5659  -5.0423  0.6383  0.108
H  0.0603  -5.2211  -2.8103  0.108
H  -1.7217  -6.9379  -3.0416  0.112
H  -3.2550  -7.3740  -1.1561  0.114
H  -3.1006  -6.0307  0.9115  0.116
H  -1.3913  -4.2656  1.1138  0.113
H  0.5123  -1.3059  -3.2086  0.073
H  0.4632  0.5735  -4.8442  0.116
H  2.5493  1.2759  -5.9628  0.115
H  4.6652  0.0765  -5.5228  0.116
H  4.7391  -1.7628  -3.8923  0.116
H  5.1008  -3.6077  -0.6384  0.098
H  6.9823  -5.0886  -1.3136  0.113
H  7.0596  -6.0153  -3.6006  0.113
H  5.2880  -5.4562  -5.2299  0.115
H  3.4225  -3.9698  -4.5602  0.124
H  5.6858  -1.0316  -0.5556  0.097
H  7.6599  0.3868  -1.0460  0.110
H  7.3490  2.7762  -1.5984  0.110
H  5.0727  3.7277  -1.7560  0.113
H  3.1017  2.2820  -1.3237  0.036
H  4.5289  -2.1368  1.3718  0.097
H  4.8325  -2.0024  3.8328  0.112
H  3.6258  -0.2855  5.1289  0.110
H  2.0861  1.2826  3.9909  0.111
H  1.7696  1.1356  1.5254  0.076
Se  0.5783  2.6799  -1.6237  1.114
N  1.1814  3.1551  -0.0253  -0.194
C  1.4877  4.4330  -0.0942  -0.396
C  2.0165  5.1999  0.9999  -0.026
C  2.3014  6.5040  0.7970  -0.069
C  2.0833  7.1417  -0.4791  -0.071
C  1.5845  6.4676  -1.5364  -0.023
C  1.2552  5.0772  -1.3752  -0.389
N  0.7469  4.3058  -2.3127  -0.203
H  2.1705  4.7159  1.9551  0.114
H  2.7001  7.0958  1.6107  0.106
H  2.3302  8.1907  -0.5795  0.106
H  1.4126  6.9445  -2.4916  0.115
C  -3.0794  4.2266  1.1890  -0.051
C  -1.6629  3.8241  0.8440  -0.273
O  -1.3236  2.5582  1.4459  -0.269
P  -1.4445  1.1101  0.7897  0.693
O  -1.7996  0.2770  2.0942  -0.286
C  -3.0075  0.4413  2.8683  -0.246
C  -2.8099  1.3991  4.0237  -0.062
O  -2.8382  1.2358  0.0054  -0.277
C  -2.9459  1.4580  -1.4194  -0.293
C  -4.3625  1.1520  -1.8361  -0.048
H  -3.2846  5.2163  0.7778  0.088
H  -3.2107  4.2724  2.2706  0.077
H  -3.7980  3.5175  0.7805  0.072
H  -0.9503  4.5391  1.2492  0.115
H  -1.5227  3.7922  -0.2359  0.065
H  -3.2365  -0.5563  3.2412  0.114
H  -3.8153  0.7589  2.2089  0.117
H  -1.9757  1.0719  4.6456  0.081
H  -3.7129  1.4198  4.6355  0.084
H  -2.5998  2.4048  3.6674  0.056
H  -2.2438  0.8058  -1.9418  0.080
H  -2.6952  2.4993  -1.6368  0.099
H  -4.5420  0.0777  -1.8225  0.071
H  -4.5292  1.5170  -2.8501  0.088
H  -5.0706  1.6391  -1.1648  0.083
O  -2.4036  -1.4958  -2.0834  0.026
C  -2.6078  -1.8613  -0.9389  -0.604
O  -1.8652  -1.5616  0.0926  -0.224
C  -3.7880  -2.7294  -0.6047  -0.149
C  -4.4068  -3.4417  -1.6228  -0.022
C  -5.4884  -4.2625  -1.3370  -0.074
C  -5.9475  -4.3797  -0.0314  -0.084
C  -5.3272  -3.6698  0.9908  -0.077
C  -4.2496  -2.8450  0.7036  -0.028
H  -4.0315  -3.3400  -2.6328  0.121
H  -5.9780  -4.8101  -2.1322  0.105
H  -6.7934  -5.0179  0.1898  0.104
H  -5.6815  -3.7671  2.0094  0.104
H  -3.7570  -2.2750  1.4801  0.104

Properties
Charge: +1
Calculated total energy in a.u.: -6897.8223
Molecular weight in g mol⁻¹: 1191.6

---

# 4
Computed, not measured: a 11-piece molecular cluster, C33H36F10O33 overall at a distorted geometry, with wB97M-V/def2-TZVPD.

Last column: Löwdin charge in e.
Atoms and positions in Å:
C  -0.0352  5.4912  2.4242  -0.054
C  -0.4042  4.6833  1.1575  -0.281
O  -0.4017  3.3583  1.6550  0.124
C  -0.4182  3.3429  2.9859  -0.556
O  -0.6956  2.3704  3.6120  0.185
O  -0.1921  4.5788  3.4792  0.097
F  0.4110  4.8678  0.1082  0.087
H  -0.7296  6.3282  2.4690  0.139
H  0.9764  5.8819  2.3012  0.135
H  -1.4335  4.8504  0.8453  0.176
C  5.2374  3.7903  1.3798  -0.038
C  4.2183  4.4937  0.5080  -0.305
O  3.1401  3.5964  0.3711  0.107
C  3.4327  2.4705  1.1118  -0.527
O  2.6819  1.5632  1.2463  0.185
O  4.7097  2.4762  1.5055  0.104
F  4.7717  4.8531  -0.6902  0.068
H  5.3268  4.3200  2.3306  0.142
H  6.2313  3.8228  0.9395  0.148
H  3.8105  5.4149  0.9333  0.166
C  1.7589  4.5471  -2.4241  -0.104
C  0.9389  5.3352  -3.4347  -0.266
O  0.1867  4.2599  -4.0037  0.142
C  0.0969  3.2466  -3.1177  -0.519
O  -0.6838  2.3581  -3.1890  0.187
O  0.9492  3.4845  -2.0771  0.037
F  1.7567  5.8430  -4.3905  0.084
H  2.1346  5.1303  -1.5890  0.124
H  2.6069  4.1245  -2.9794  0.145
H  0.2319  6.0772  -3.0607  0.176
C  0.4830  -4.2744  -0.1512  -0.059
C  1.3112  -3.6278  -1.2418  -0.292
O  0.4619  -3.7544  -2.3605  0.119
C  -0.5863  -4.5853  -2.1153  -0.535
O  -1.3334  -5.0059  -2.9278  0.199
O  -0.6390  -4.8780  -0.7901  0.072
F  2.4428  -4.3072  -1.5916  0.067
H  0.1424  -3.5574  0.5929  0.111
H  1.0484  -5.0208  0.4090  0.150
H  1.4897  -2.5742  -1.0486  0.136
C  -2.4973  -3.9260  1.6374  -0.065
C  -2.6348  -2.7564  2.6026  -0.299
O  -2.6564  -3.3963  3.8602  0.147
C  -2.0679  -4.6058  3.7100  -0.544
O  -1.8204  -5.3168  4.6268  0.183
O  -1.7729  -4.8811  2.4103  0.093
F  -3.8317  -2.1244  2.4616  0.084
H  -2.0640  -3.5751  0.6994  0.098
H  -3.4874  -4.2768  1.3280  0.156
H  -1.7844  -2.0938  2.4245  0.153
C  0.2145  -0.3078  0.9544  -0.026
C  0.2228  0.3603  -0.4143  -0.238
O  -1.1516  0.2356  -0.7753  0.112
C  -1.5617  -0.9609  -0.2529  -0.545
O  -2.5233  -1.5383  -0.6480  0.180
O  -0.7337  -1.3334  0.7006  0.042
F  0.9100  -0.4256  -1.3307  0.038
H  -0.0569  0.3980  1.7407  0.134
H  1.1526  -0.7989  1.2117  0.135
H  0.5857  1.3699  -0.5870  0.148
C  3.3747  1.1073  -2.4526  -0.057
C  4.2007  -0.1460  -2.4269  -0.264
O  5.3959  0.3272  -1.8241  0.144
C  5.5058  1.6557  -2.0263  -0.561
O  6.4840  2.3025  -1.8495  0.177
O  4.3280  2.1836  -2.4351  0.063
F  4.4867  -0.5192  -3.7155  0.067
H  2.7696  1.1622  -1.5455  0.112
H  2.7500  1.2334  -3.3329  0.150
H  3.8144  -1.0186  -1.9101  0.165
C  -3.8825  0.1422  4.2509  -0.028
C  -5.0983  0.5776  3.4630  -0.301
O  -4.5555  1.4390  2.4917  0.156
C  -3.2641  1.1172  2.3006  -0.551
O  -2.6424  1.4525  1.3483  0.173
O  -2.8248  0.2846  3.2741  0.037
F  -5.9682  1.2664  4.2523  0.078
H  -3.9875  -0.8292  4.7271  0.138
H  -3.5104  0.8339  5.0129  0.148
H  -5.6107  -0.2996  3.0673  0.145
C  -2.5734  -0.1620  -3.7739  -0.056
C  -1.7617  -1.1438  -4.6049  -0.267
O  -2.7255  -2.1894  -4.8127  0.141
C  -3.6793  -2.1154  -3.8715  -0.553
O  -4.5131  -2.9415  -3.6708  0.169
O  -3.4792  -1.0274  -3.1088  0.049
F  -0.7585  -1.6769  -3.8818  0.092
H  -3.1399  0.5068  -4.4272  0.146
H  -1.9557  0.4890  -3.1642  0.100
H  -1.4625  -0.7150  -5.5575  0.169
C  -5.5703  -1.9912  -1.0245  -0.055
C  -5.6130  -0.5047  -0.7207  -0.275
O  -6.0511  -0.4835  0.6196  0.122
C  -6.6788  -1.6316  0.8988  -0.583
O  -7.3796  -1.7794  1.8456  0.168
O  -6.4935  -2.5471  -0.0750  0.095
F  -6.5950  0.1089  -1.4567  0.064
H  -4.5916  -2.4131  -0.7977  0.116
H  -5.8108  -2.1609  -2.0710  0.124
H  -4.6649  -0.0183  -0.9376  0.156
C  3.9414  -1.5645  3.2388  -0.045
O  4.8771  -2.4920  2.7369  0.021
C  4.6707  -2.9121  1.4890  -0.626
O  3.7508  -2.5925  0.7939  0.116
O  5.6621  -3.7203  1.1761  0.027
C  5.5048  -4.4181  -0.0563  -0.026
H  4.0439  -1.4194  4.3139  0.098
H  2.9395  -1.8704  2.9445  0.088
H  4.1489  -0.5400  2.9059  0.090
H  5.5392  -3.7177  -0.8928  0.097
H  4.5118  -4.8685  -0.1062  0.086
H  6.2656  -5.1820  -0.1628  0.098

Properties
Calculated total energy in a.u.: -4760.8415
SMILES: O=C1OC[C@@H](F)O1.O=C1OC[C@@H](F)O1.O=C1OC[C@@H](F)O1.O=C1OC[C@@H](F)O1.O=C1OC[C@@H](F)O1.O=C1OC[C@@H](F)O1.O=C1OC[C@@H](F)O1.O=C1OC[C@@H](F)O1.O=C1OC[C@@H](F)O1.O=C1OC[C@@H](F)O1.COC(=O)OC
Molecular weight in g mol⁻¹: 1150.6

---

# 5
Computed, not measured: C22H66O20 as an isolated structure at a distorted geometry, with wB97M-V/def2-TZVPD.

Last column: Löwdin charge in e.
Atoms and positions in Å:
C  -0.2418  -2.5787  2.4804  -0.200
C  0.5738  -3.6148  3.2506  -0.210
O  0.4501  -4.8918  2.6255  -0.058
O  0.3078  -2.3032  1.2038  -0.140
H  -0.2024  -1.6674  3.0819  0.108
H  -1.2925  -2.8664  2.4068  0.127
H  0.2379  -3.6440  4.2876  0.122
H  1.6442  -3.3997  3.1765  0.113
H  1.1821  -5.0273  2.0231  0.081
H  0.0105  -2.9961  0.5816  0.063
C  -0.6078  5.1125  1.0419  -0.230
C  0.2285  4.4326  2.1247  -0.224
O  0.1882  5.1582  3.3653  -0.065
O  0.0336  6.3306  0.6398  -0.069
H  -1.6296  5.3866  1.3147  0.127
H  -0.6473  4.3816  0.2308  0.089
H  1.2470  4.3131  1.7717  0.116
H  -0.2772  3.4693  2.2605  0.086
H  -0.7322  5.0693  3.6375  0.083
H  -0.1725  6.9818  1.3156  0.080
C  5.4627  -1.1013  1.3923  -0.245
C  4.0715  -1.5516  1.7277  -0.213
O  3.1656  -1.4332  0.6233  -0.084
O  6.0939  -1.9410  0.4505  -0.046
H  6.0395  -1.1041  2.3192  0.127
H  5.5152  -0.0727  1.0129  0.108
H  3.6348  -0.9904  2.5622  0.125
H  4.1411  -2.5716  2.1227  0.124
H  2.3007  -1.7614  0.9042  0.069
H  5.5306  -2.1220  -0.3132  0.057
C  3.3161  -2.2431  -4.1234  -0.248
C  2.9561  -1.9028  -2.6952  -0.259
O  4.0837  -1.9980  -1.8434  -0.086
O  3.5534  -3.6366  -4.2311  -0.046
H  4.0996  -1.5831  -4.5064  0.121
H  2.4538  -1.9798  -4.7439  0.116
H  2.1190  -2.5387  -2.3895  0.125
H  2.5315  -0.8897  -2.6640  0.102
H  3.6942  -1.7723  -0.9710  0.029
H  4.5018  -3.7837  -4.1733  0.088
C  -3.1513  2.3812  -1.0888  -0.179
C  -2.3533  3.3424  -1.9314  -0.201
O  -1.0117  2.8310  -2.0754  -0.084
O  -2.6524  2.4026  0.2641  -0.098
H  -3.0214  1.3683  -1.4849  0.115
H  -4.2134  2.6022  -1.0126  0.132
H  -2.3616  4.3672  -1.5555  0.122
H  -2.8026  3.4066  -2.9289  0.121
H  -0.5694  3.4975  -2.6123  0.108
H  -1.6822  2.3045  0.1922  0.029
C  3.2010  2.5015  -0.0095  -0.219
C  3.9772  1.7096  -1.0466  -0.236
O  3.9085  2.3702  -2.3050  -0.051
O  1.8705  2.7324  -0.4153  -0.065
H  3.7528  3.4227  0.2151  0.129
H  3.2465  1.9311  0.9200  0.127
H  3.4641  0.7414  -1.0852  0.092
H  5.0148  1.5360  -0.7590  0.121
H  4.2917  1.7999  -2.9764  0.090
H  1.9557  3.1735  -1.2722  0.108
C  0.1989  -0.4795  -0.9070  -0.177
C  -0.3192  0.0146  0.4349  -0.195
O  -0.2827  1.4343  0.5653  -0.105
O  -0.5300  0.1043  -1.9976  -0.082
H  0.1774  -1.5674  -0.9364  0.100
H  1.2273  -0.1603  -1.1052  0.100
H  0.3390  -0.3718  1.2167  0.105
H  -1.3599  -0.2978  0.5441  0.131
H  0.4930  1.7649  0.0713  0.057
H  -0.5811  1.0626  -1.8109  0.057
C  -2.3399  -2.7385  -2.2336  -0.251
C  -2.2235  -3.2456  -0.7960  -0.175
O  -0.9388  -3.8776  -0.6878  -0.090
O  -2.5214  -3.8005  -3.1644  -0.039
H  -1.4531  -2.1555  -2.4986  0.099
H  -3.1062  -1.9557  -2.2937  0.112
H  -2.9821  -3.9953  -0.5586  0.131
H  -2.2307  -2.3783  -0.1371  0.094
H  -0.9927  -4.7376  -1.1158  0.107
H  -2.4858  -3.3898  -4.0340  0.077
C  -3.2254  0.0893  3.2660  -0.380
C  -3.8712  -1.2502  3.0591  -0.202
O  -3.6304  -1.7189  1.7342  -0.069
O  -3.7707  1.1211  2.4772  -0.032
H  -2.1418  0.0006  3.1293  -0.014
H  -3.4050  0.3575  4.3126  0.125
H  -4.9481  -1.1654  3.2345  0.126
H  -3.4888  -1.9609  3.8008  0.119
H  -4.3297  -2.3241  1.4765  0.088
H  -3.2000  1.2891  1.7079  0.055
C  -1.9985  -0.6633  -5.8666  -0.082
C  -2.4277  0.2474  -4.7323  -0.300
O  -2.5950  -0.5486  -3.5612  -0.160
H  -2.0249  -0.0648  -6.7848  0.073
H  -2.6797  -1.5045  -5.9618  0.072
H  -0.9676  -0.9958  -5.7496  0.071
H  -3.3706  0.7375  -4.9879  0.108
H  -1.7188  1.0581  -4.5401  0.106
H  -1.8642  -0.3844  -2.9219  0.028
C  -1.2991  1.0194  3.3512  -0.152
C  -1.5411  0.3079  4.6634  -0.328
O  -2.0790  1.2030  5.6327  -0.028
H  -2.1657  1.6323  3.0956  0.105
H  -1.1100  0.2715  2.5779  0.079
H  -0.4730  1.7351  3.3665  0.101
H  -0.5794  -0.1197  4.9787  0.125
H  -2.2382  -0.5239  4.5587  0.092
H  -1.3735  1.8343  5.8148  0.097

Properties
Calculated total energy in a.u.: -2382.2489
Molecular weight in g mol⁻¹: 650.8